C4H7N2 | the ωB97M-V functional and the def2-TZVPD basis

Structure (XYZ):
```
13
Properties=species:S:1:pos:R:3:forces:R:3
N -2.53571 0.65035 0.24939 1.243 -1.553 -0.690
N 1.69543 0.12651 0.81109 -0.298 0.729 2.087
C -0.54960 -1.01459 -0.11918 0.375 1.536 2.496
C -1.66364 -0.06235 -0.02379 -0.810 1.347 0.480
C 0.94315 -0.47139 -0.25318 -2.353 0.275 0.810
C 1.45928 0.92134 -0.35055 -0.851 -2.257 -0.420
H 2.16750 0.87527 -1.07634 2.600 0.694 -1.607
H 1.11148 0.53435 1.57505 0.571 -0.836 -0.620
H -0.76282 -1.48295 0.93081 0.807 -0.048 -1.831
H 0.82410 1.71375 -0.44614 -1.710 2.097 0.445
H -0.73872 -1.64762 -0.95018 -0.354 -0.919 -0.505
H 1.50989 -1.15092 -0.81110 0.497 -1.255 -0.572
H -3.46034 1.00825 0.46411 0.285 0.190 -0.071
```
Positions in Å, forces in eV/Å.

The LUMO energy is -4.8 eV. The total charge is +1. Its total energy is -7231.25513 eV. As for the structure (SMILES): [NH+]#CC[C@H]1CN1. For the HOMO-LUMO gap, the calculation gives 8.8 eV. The energy above the lowest of the compared OMol25 structures with the same formula, charge and spin is 103.4 kcal/mol.

Atomic charges from the Mulliken analysis, expressed in e, are listed below: number 1, N, carries -0.009; number 2, N, carries -0.510; number 3, C, carries -0.404; number 4, C, carries 0.206; number 5, C, carries -0.018; number 6, C, carries -0.544; number 7, H, carries 0.284; number 8, H, carries 0.262; number 9, H, carries 0.293; number 10, H, carries 0.341; number 11, H, carries 0.374; number 12, H, carries 0.381; number 13, H, carries 0.344